{
  "formula": "C17H18FN3O4",
  "method": "the ωB97M-V functional and the def2-TZVPD basis",
  "symbols": ["O", "C", "N", "C", "O", "N", "C", "C", "C", "C", "C", "F", "C", "C", "C", "O", "C", "C", "N", "C", "C", "C", "C", "C", "O", "H", "H", "H", "H", "H", "H", "H", "H", "H", "H", "H", "H", "H", "H", "H", "H", "H", "H"],
  "positions_angstrom": [[-1.317, -3.801, 1.741], [-0.453, -3.269, 0.879], [0.870, -3.592, 0.754], [1.765, -3.178, -0.019], [2.865, -3.747, -0.110], [1.273, -2.188, -0.759], [2.286, -1.491, -1.505], [2.912, -0.274, -0.826], [3.830, -0.264, 0.066], [4.222, 0.702, 0.704], [3.759, 2.009, 0.538], [4.138, 3.070, 1.482], [2.768, 2.008, -0.506], [2.336, 0.958, -1.188], [-0.041, -1.705, -0.709], [-0.214, -0.631, -1.768], [-0.991, -2.129, -0.087], [-2.171, -1.659, 0.082], [-2.716, -0.440, -0.649], [-3.955, 0.213, -0.533], [-3.509, 1.519, -0.049], [-2.779, 1.492, 1.525], [-1.650, 2.510, 1.241], [-1.444, 2.504, -0.233], [-2.824, 2.304, -0.727], [0.888, -4.498, 1.407], [3.241, -2.264, -1.600], [1.777, -1.108, -2.333], [4.093, -1.227, 0.442], [4.967, 0.680, 1.634], [2.430, 3.126, -0.871], [1.674, 1.334, -1.935], [-2.845, -1.879, 0.797], [-1.969, -0.442, -1.338], [-4.375, 0.041, -1.485], [-4.457, -0.307, 0.339], [-4.355, 2.116, 0.169], [-3.305, 1.606, 2.302], [-2.266, 0.713, 1.326], [-0.596, 2.462, 1.649], [-2.034, 3.610, 1.594], [-1.090, 3.370, -0.899], [-0.738, 1.747, -0.543]],
  "forces_ev_per_a": [[5.183, 2.017, -4.134], [-6.493, 0.305, 2.440], [-7.206, -6.839, 8.598], [5.150, -1.163, -2.912], [-1.136, 1.372, 0.159], [0.022, 2.279, -0.625], [4.057, -1.017, 0.501], [-6.546, 0.325, -5.475], [0.030, -9.911, -1.061], [6.332, 11.464, 9.843], [-1.137, -0.872, -0.204], [-1.129, -2.652, -3.030], [1.602, 8.461, 2.089], [0.741, -0.831, -0.088], [10.069, 9.993, -14.050], [0.056, -4.639, 5.290], [-1.892, -8.895, 8.283], [-7.145, 8.432, -3.253], [5.933, -8.510, 2.111], [1.234, -2.357, 2.349], [-5.069, 0.196, 7.543], [2.597, 3.862, -8.568], [-0.150, 4.652, 1.776], [-0.873, 0.963, -2.633], [6.404, 3.765, -5.536], [1.268, 2.405, -1.950], [-2.972, 1.731, -0.520], [-0.101, -0.011, -1.839], [0.773, -0.863, -0.035], [-1.431, -0.595, -2.121], [0.514, -2.853, 1.085], [-0.698, -1.409, -0.787], [-1.783, -1.695, 2.521], [0.040, 1.811, -1.463], [-1.515, 0.785, -0.913], [-0.200, 0.647, -1.257], [-2.199, 0.153, 0.472], [-4.063, 0.630, 5.752], [2.931, -6.509, 0.398], [-1.392, -0.696, 0.367], [0.914, -2.396, -0.889], [-0.517, -0.513, 1.854], [-0.206, -1.021, -0.086]],
  "mulliken_charge": [-0.6828, -0.1346, -0.0020, 0.5317, -0.6760, 0.2639, -1.9058, 1.1190, -0.3208, -0.3757, -0.1648, -0.3039, -0.2257, -0.4664, 1.0341, -0.8637, -0.2215, -0.4234, -0.0702, -0.6792, -0.0683, -1.3246, -0.2233, 0.0367, -0.4556, 0.4219, 0.4305, 0.7837, 0.4080, 0.2036, 0.1651, 0.2959, 0.7191, 0.3020, 0.4144, 0.3117, 0.5058, 0.6945, 0.2788, 0.3888, 0.2126, 0.2275, -0.1612],
  "smiles": "O=C1NC(=O)N(Cc2ccc(F)cc2)C(=O)/C1=C\\NC[C@H]1CCCO1",
  "total_charge": 0,
  "homo_energy_ha": -0.3405,
  "orbital_gap_ev": 8.0
}

{
  "formula": "C3H9BrNO",
  "method": "the ωB97M-V functional and the def2-TZVPD basis",
  "symbols": ["C", "C", "C", "N", "O", "Br", "H", "H", "H", "H", "H", "H", "H", "H", "H"],
  "positions_angstrom": [[-1.226, -0.071, 1.162], [0.034, -0.990, -1.835], [0.075, 0.221, 0.460], [0.484, 1.679, 0.601], [1.194, -1.583, -1.863], [1.581, -0.915, 1.113], [-1.033, 0.096, 2.246], [-1.884, 0.630, 0.762], [-1.328, -1.139, 0.834], [-0.892, -1.450, -1.557], [0.025, -0.101, -2.509], [-0.042, 2.445, 0.016], [0.379, 1.839, 1.632], [1.361, 1.768, 0.191], [1.270, -2.428, -1.252]],
  "forces_ev_per_a": [[3.315, -1.361, 0.385], [1.222, 2.217, 0.345], [0.460, -1.395, -2.714], [-3.106, 0.655, 0.244], [-0.401, -2.197, 1.640], [-0.782, 1.033, -0.001], [-0.838, -0.531, -0.364], [-1.868, 0.704, -0.533], [-0.983, 1.011, 1.021], [-0.176, -0.439, 0.264], [-0.193, -0.875, 0.677], [0.246, -2.115, 1.558], [0.831, 0.827, -0.995], [2.676, 0.161, 0.075], [-0.401, 2.306, -1.603]],
  "mulliken_charge": [-1.1630, -0.0746, -0.1705, -0.2982, -0.3637, -0.1289, 0.4197, 0.3822, 0.2959, 0.3152, 0.2930, 0.3685, 0.3721, 0.3468, 0.4055],
  "total_charge": 1,
  "homo_energy_ha": [-0.4534, -0.4534],
  "de_lowest_kj_mol": 291.79,
  "orbital_gap_ev": [8.3, 8.3]
}